Entry 1:
C54H86N5O3ReS | ωB97M-V/def2-TZVPD

Each line ends with the Mulliken charge.
Element x y z (Å)
Re1 0.21 -0.58 -0.16  1.43
C1 -3.25 -6.99 -3.39  -1.58
C2 -1.72 -6.79 -3.41  1.82
C3 -1.09 -7.87 -2.53  -2.15
C4 -1.20 -6.97 -4.84  -1.61
C5 -1.40 -5.39 -2.93  -0.67
C6 -0.58 -5.11 -1.85  -0.32
C7 -0.32 -3.82 -1.43  0.43
C8 0.45 -3.69 -0.13  -2.69
N1 1.36 -2.53 -0.01  -0.01
C9 2.37 -2.66 -1.09  -1.29
C10 2.30 -1.57 -2.17  -1.31
N2 2.05 -0.20 -1.69  0.84
C11 3.31 0.47 -1.36  -0.91
C12 3.96 -0.19 -0.15  -1.70
N3 2.95 -0.34 0.87  0.49
C13 3.05 -1.53 1.68  -0.66
C14 1.97 -2.60 1.34  -1.11
C15 2.76 0.97 1.53  0.32
C16 2.16 0.87 2.89  -1.61
C17 2.97 1.08 3.99  -0.63
C18 2.47 0.96 5.28  -0.78
C19 1.11 0.75 5.41  -0.20
C20 0.24 0.61 4.33  -1.54
C21 0.79 0.53 3.01  0.77
O1 0.10 0.20 1.95  0.07
C22 -1.26 0.66 4.57  2.70
C23 -1.76 1.89 3.80  -0.82
C24 -1.65 0.87 6.04  -2.52
C25 -1.93 -0.63 4.09  -1.56
C26 3.43 1.04 6.45  2.21
C27 4.10 2.42 6.46  -1.65
C28 4.49 -0.06 6.26  -1.62
C29 2.77 0.82 7.81  -2.19
C30 1.41 0.58 -2.76  -0.16
C31 1.11 1.99 -2.35  -0.87
C32 1.88 3.01 -2.88  -0.05
C33 1.63 4.34 -2.58  -0.56
C34 0.47 4.61 -1.88  -0.12
C35 -0.36 3.63 -1.36  -1.28
C36 0.07 2.27 -1.42  0.87
O2 -0.46 1.35 -0.66  0.12
C37 -1.71 4.02 -0.76  2.72
C38 -2.22 5.37 -1.29  -2.27
C39 -2.74 2.97 -1.16  -1.61
C40 -1.55 4.12 0.76  -1.49
C41 2.64 5.40 -2.98  2.06
C42 3.96 5.02 -2.30  -1.59
C43 2.25 6.80 -2.52  -2.12
C44 2.80 5.42 -4.51  -1.68
C45 -0.87 -2.71 -2.12  0.35
O3 -0.53 -1.47 -1.87  1.74
C46 -1.79 -2.99 -3.17  -0.35
C47 -2.00 -4.30 -3.56  -0.33
C48 -2.59 -1.87 -3.83  2.36
C49 -3.35 -1.09 -2.74  -1.27
C50 -3.63 -2.39 -4.84  -2.53
C51 -1.66 -0.91 -4.57  -1.34
H1 -3.50 -8.01 -3.66  0.47
H2 -3.75 -6.33 -4.09  0.34
H3 -3.64 -6.79 -2.39  0.34
H4 -1.40 -8.85 -2.88  0.45
H5 -1.42 -7.77 -1.50  0.40
H6 -0.01 -7.82 -2.57  0.37
H7 -1.42 -7.97 -5.20  0.47
H8 -0.12 -6.82 -4.87  0.36
H9 -1.66 -6.25 -5.52  0.30
H10 -0.12 -5.91 -1.29  0.69
H11 1.05 -4.60 0.00  0.74
H12 -0.26 -3.65 0.70  0.75
H13 2.21 -3.61 -1.62  0.94
H14 3.36 -2.71 -0.64  0.54
H15 1.49 -1.83 -2.85  0.37
H16 3.24 -1.59 -2.75  0.73
H17 3.10 1.51 -1.13  0.47
H18 3.98 0.44 -2.22  0.38
H19 4.80 0.44 0.19  0.66
H20 4.39 -1.15 -0.43  0.43
H21 2.91 -1.27 2.73  0.06
H22 4.05 -1.98 1.59  0.62
H23 1.14 -2.51 2.05  0.44
H24 2.42 -3.59 1.48  0.70
H25 2.10 1.57 0.89  -0.90
H26 3.73 1.49 1.61  0.98
H27 4.00 1.35 3.82  0.53
H28 0.69 0.72 6.40  0.78
H29 -1.30 2.79 4.22  0.48
H30 -2.83 1.98 3.90  0.61
H31 -1.48 1.83 2.76  -0.49
H32 -1.24 1.80 6.42  0.46
H33 -1.32 0.04 6.65  0.46
H34 -2.73 0.94 6.10  0.46
H35 -1.61 -0.88 3.08  -0.15
H36 -3.01 -0.51 4.11  0.43
H37 -1.66 -1.45 4.75  0.49
H38 4.61 2.62 5.52  0.31
H39 4.82 2.49 7.27  0.47
H40 3.35 3.20 6.60  0.37
H41 5.02 0.06 5.32  0.32
H42 4.02 -1.04 6.27  0.36
H43 5.22 -0.01 7.07  0.46
H44 2.03 1.58 8.03  0.38
H45 3.53 0.86 8.58  0.45
H46 2.30 -0.16 7.86  0.41
H47 0.47 0.10 -3.03  -1.10
H48 2.07 0.59 -3.64  0.84
H49 2.69 2.75 -3.55  0.49
H50 0.18 5.64 -1.73  0.64
H51 -2.15 5.42 -2.38  0.44
H52 -1.69 6.21 -0.86  0.43
H53 -3.27 5.47 -1.03  0.46
H54 -2.80 2.91 -2.25  0.45
H55 -3.73 3.24 -0.78  0.47
H56 -2.47 1.99 -0.79  0.00
H57 -0.85 4.92 1.02  0.43
H58 -1.15 3.19 1.16  -0.05
H59 -2.50 4.34 1.23  0.45
H60 3.82 4.98 -1.23  0.34
H61 4.73 5.75 -2.53  0.46
H62 4.30 4.05 -2.64  0.32
H63 2.12 6.83 -1.44  0.39
H64 1.33 7.14 -2.99  0.40
H65 3.04 7.51 -2.78  0.43
H66 3.15 4.46 -4.88  0.29
H67 3.52 6.17 -4.81  0.47
H68 1.85 5.64 -4.99  0.37
H69 -2.67 -4.49 -4.37  0.56
H70 -4.06 -1.75 -2.24  0.39
H71 -3.88 -0.26 -3.18  0.56
H72 -2.65 -0.70 -2.00  -0.54
H73 -4.32 -3.09 -4.38  0.46
H74 -3.15 -2.86 -5.69  0.46
H75 -4.21 -1.54 -5.21  0.48
H76 -1.12 -0.31 -3.86  -0.13
H77 -2.23 -0.25 -5.21  0.54
H78 -0.94 -1.46 -5.18  0.29
C52 -5.75 -1.05 0.43  -1.04
N4 -4.39 -1.52 0.58  0.00
C53 -3.27 -0.84 0.79  0.98
S1 -1.85 -1.80 0.73  -0.67
N5 -3.15 0.44 1.09  1.40
C54 -4.15 1.40 1.47  -1.47
H79 -6.39 -1.92 0.31  0.37
H80 -5.85 -0.42 -0.45  0.31
H81 -6.08 -0.51 1.32  0.35
H82 -4.22 -2.50 0.38  0.31
H83 -2.18 0.71 1.25  -1.24
H84 -4.66 1.11 2.39  0.37
H85 -4.89 1.56 0.68  0.46
H86 -3.65 2.35 1.64  0.14

Computed properties:
- Orbital gap (alpha / beta): 5.073 / 5.478 eV
- Total charge: +1
- 2S+1: 2
- E: -3085.039382 a.u.
- ⟨S²⟩: 0.764
- Highest occupied orbital energy (alpha / beta): -9.487 / -9.335 eV

***

Entry 2:
C54H88Br2N2O12S6 | ωB97M-V/def2-TZVPD

Each line ends with the Mulliken charge.
Element x y z (Å)
C1 2.20 4.78 5.73  -1.27
C2 2.43 4.21 4.30  -0.38
C3 1.23 4.49 3.35  -0.10
C4 1.33 3.61 2.10  -1.49
N1 0.16 2.76 1.72  2.11
C5 0.72 1.59 1.08  -1.40
C6 0.71 1.48 -0.29  0.00
C7 0.07 2.53 -1.19  -1.24
C8 -1.35 2.03 -1.63  0.31
C9 -2.30 3.16 -2.03  -1.29
Br1 -2.27 0.98 -0.23  -0.04
C10 1.30 0.35 -0.88  -0.19
C11 1.89 -0.64 -0.15  0.32
C12 2.57 -1.83 -0.83  -0.75
C13 4.02 -1.45 -1.17  0.29
C14 4.78 -2.56 -1.90  -1.31
Br2 5.09 -0.96 0.40  -0.14
C15 1.86 -0.54 1.23  -0.98
C16 1.29 0.56 1.81  1.04
S1 1.24 0.74 3.59  -0.60
C17 -0.40 1.43 3.74  0.93
C18 -1.28 1.05 4.74  -0.73
O1 -0.93 0.08 5.66  -0.62
C19 -1.82 -1.06 5.69  -1.23
C20 -1.15 -2.44 5.85  0.54
C21 -2.14 -3.36 6.64  -1.78
C22 -0.91 -3.16 4.49  0.99
C23 0.10 -2.43 3.58  -1.25
C24 -0.38 -4.61 4.68  -1.89
C25 -2.52 1.68 4.80  1.59
C26 -3.53 1.40 5.88  -0.91
C27 -3.00 1.99 7.23  0.08
C28 -3.19 3.51 7.36  -0.56
O2 -1.88 2.81 7.12  -0.33
C29 -2.85 2.61 3.83  -0.43
C30 -1.97 2.96 2.84  0.88
C31 -2.35 4.00 1.78  0.59
C32 -1.69 5.33 2.08  0.64
C33 -1.96 6.00 3.42  -1.26
N2 -0.96 5.89 1.19  -0.66
C34 -0.72 2.36 2.78  -0.17
H1 3.12 5.25 6.10  0.37
H2 1.37 5.50 5.74  0.27
H3 1.97 3.94 6.39  0.28
H4 2.64 3.14 4.36  0.20
H5 3.30 4.74 3.88  0.44
H6 0.28 4.48 3.90  -0.43
H7 1.38 5.54 3.04  0.52
H8 2.23 2.99 2.20  0.71
H9 1.55 4.25 1.23  0.38
H10 -0.08 3.49 -0.69  0.31
H11 0.66 2.60 -2.11  0.63
H12 -1.27 1.36 -2.49  0.29
H13 -1.88 3.83 -2.79  0.34
H14 -3.18 2.69 -2.49  0.41
H15 -2.68 3.72 -1.17  0.18
H16 1.32 0.27 -1.97  -0.15
H17 2.50 -2.68 -0.15  0.51
H18 2.04 -1.97 -1.78  -0.10
H19 3.99 -0.58 -1.84  0.36
H20 4.31 -2.82 -2.85  0.26
H21 4.88 -3.46 -1.28  0.32
H22 5.80 -2.20 -2.10  0.46
H23 2.31 -1.29 1.88  0.58
H24 -2.52 -1.07 4.84  0.62
H25 -2.44 -0.92 6.59  0.32
H26 -0.20 -2.40 6.40  0.66
H27 -2.62 -4.06 5.95  0.35
H28 -2.96 -2.79 7.10  0.45
H29 -1.63 -3.92 7.43  0.31
H30 -1.88 -3.15 3.97  -0.42
H31 0.64 -3.16 2.97  0.50
H32 -0.40 -1.72 2.91  0.23
H33 0.87 -1.90 4.16  0.30
H34 -0.16 -4.98 3.68  0.49
H35 0.52 -4.59 5.31  0.35
H36 -1.15 -5.26 5.10  0.39
H37 -3.73 0.35 6.06  0.53
H38 -4.47 1.92 5.70  0.15
H39 -3.13 1.39 8.14  0.37
H40 -3.45 3.98 6.42  0.01
H41 -2.83 4.05 8.23  0.41
H42 -3.81 3.14 3.83  -0.38
H43 -3.44 4.13 1.82  0.71
H44 -2.03 3.63 0.80  -1.70
H45 -1.30 5.66 4.22  0.14
H46 -1.82 7.08 3.35  0.58
H47 -2.98 5.78 3.77  0.12
H48 -0.62 6.77 1.58  0.31
C35 -3.92 -3.55 -0.76  -0.76
C36 -5.22 -3.00 -0.16  -0.46
C37 -5.23 -3.36 1.33  -0.83
S2 -3.50 -3.46 1.83  1.30
O3 -3.21 -4.82 2.20  -0.82
O4 -3.19 -2.35 2.70  -0.60
C38 -2.82 -3.15 0.21  -0.29
H49 -3.74 -3.16 -1.76  0.39
H50 -3.98 -4.64 -0.83  0.32
H51 -5.24 -1.91 -0.28  0.21
H52 -6.10 -3.40 -0.66  0.35
H53 -5.72 -2.59 1.93  0.32
H54 -5.69 -4.33 1.51  0.38
H55 -1.90 -3.72 0.08  0.45
H56 -2.61 -2.08 0.14  -0.10
C39 2.35 -1.62 -6.02  -0.95
C40 1.87 -0.41 -6.82  -0.11
C41 0.42 -0.13 -6.40  -0.87
S3 0.27 -0.72 -4.70  1.19
O5 -0.66 -1.82 -4.68  -0.77
O6 0.15 0.39 -3.79  -0.56
C42 1.94 -1.36 -4.58  -0.47
H57 3.43 -1.76 -6.10  0.43
H58 1.87 -2.53 -6.39  0.37
H59 2.49 0.45 -6.60  0.28
H60 1.93 -0.58 -7.89  0.02
H61 0.19 0.93 -6.43  0.37
H62 -0.29 -0.69 -7.00  0.41
H63 1.94 -2.25 -3.96  0.46
H64 2.56 -0.58 -4.12  0.21
C43 -8.21 2.33 1.72  -0.64
C44 -9.00 3.15 2.75  -0.60
C45 -8.18 3.17 4.04  -0.86
S4 -6.46 3.01 3.54  1.51
O7 -5.97 1.76 4.04  -0.71
O8 -5.78 4.26 3.78  -0.82
C46 -6.78 2.84 1.79  -0.71
H65 -8.62 2.44 0.71  0.38
H66 -8.25 1.27 1.98  0.29
H67 -9.14 4.17 2.38  0.30
H68 -10.00 2.73 2.92  0.34
H69 -8.31 4.11 4.59  0.41
H70 -8.42 2.33 4.69  0.34
H71 -6.05 2.16 1.36  0.34
H72 -6.68 3.83 1.34  0.41
C47 3.80 0.99 -12.57  -0.54
C48 4.08 -0.51 -12.71  -0.64
C49 3.51 -1.21 -11.47  -0.66
S5 2.13 -0.19 -10.92  1.19
O9 2.46 0.36 -9.62  -0.69
O10 0.89 -0.88 -11.15  -0.73
C50 2.34 1.10 -12.15  -0.76
H73 3.99 1.53 -13.50  0.35
H74 4.44 1.42 -11.79  0.28
H75 3.59 -0.89 -13.61  0.30
H76 5.15 -0.71 -12.81  0.32
H77 3.14 -2.20 -11.70  0.38
H78 4.23 -1.26 -10.66  0.36
H79 2.08 2.06 -11.71  0.39
H80 1.67 0.87 -12.98  0.36
C51 9.31 -5.54 -0.89  -0.68
C52 7.86 -5.06 -1.09  -0.52
C53 7.67 -4.82 -2.60  -0.61
S6 8.80 -5.94 -3.43  1.16
O11 9.79 -5.15 -4.13  -0.66
O12 8.05 -6.97 -4.10  -0.68
C54 9.54 -6.61 -1.95  -0.72
H81 9.46 -5.93 0.11  0.36
H82 10.00 -4.70 -1.04  0.32
H83 7.17 -5.83 -0.75  0.31
H84 7.65 -4.15 -0.52  0.30
H85 6.65 -5.04 -2.91  0.33
H86 7.93 -3.80 -2.88  0.34
H87 10.59 -6.82 -2.13  0.40
H88 9.01 -7.53 -1.70  0.35

Computed properties:
- Orbital gap: 7.635 eV
- ΔE to the lowest compared entry with this formula, charge and spin: 21.20 kcal/mol
- E: -10659.836038 a.u.
- SMILES string: [H]/N=C(\C)Cc1cc(C[C@@H]2CO2)c(OC[C@@H](C)C(C)C)c2c1N(CCCC)c1c(C[C@H](C)Br)cc(C[C@H](C)Br)cc1S2.O=S1(=O)CCCC1.O=S1(=O)CCCC1.O=S1(=O)CCCC1.O=S1(=O)CCCC1.O=S1(=O)CCCC1
- Highest occupied orbital energy: -7.345 eV